Entry 1:
The following is a quantum chemistry calculation of C5H11NO2 as an isolated structure at a distorted geometry, from the Open Molecules 2025 dataset.

HOMO-LUMO gap (alpha / beta) = 7.46 / 7.46 eV
E_HOMO (alpha / beta) = -6.93 / -6.93 eV
LUMO energy (alpha / beta) = 0.01950 / 0.01947 hartree

Geometry as ORCA input:
```
! RIJCOSX wB97M-V def2-TZVPD def2/J DEFGRID3
* xyz 0 1
C 2.29 0.45 0.84
C 1.63 -0.51 -0.11
H 3.35 0.20 0.97
H 1.81 0.40 1.82
H 2.23 1.48 0.47
H 1.60 -1.54 0.21
H 1.93 -0.40 -1.15
H 0.32 -0.05 -0.45
C -1.11 1.10 -0.98
C -0.70 -0.53 0.21
N -2.12 0.80 -1.81
C -0.95 -0.42 1.53
O -1.19 -1.56 -0.56
O -0.61 2.18 -0.81
H -1.31 -2.32 0.01
H -2.52 1.51 -2.40
H -2.44 -0.15 -1.87
H -1.68 -1.06 2.00
H -0.54 0.40 2.10
*
```

=====

Entry 2:
The following is a quantum chemistry calculation of a 2-piece molecular cluster, C5H11NO2 overall at a distorted geometry, from the Open Molecules 2025 dataset.

HOMO-LUMO gap = 5.91 eV
E_HOMO = -9.35 eV
LUMO energy = -0.12632 hartree

Geometry as ORCA input:
```
! RIJCOSX wB97M-V def2-TZVPD def2/J DEFGRID3
* xyz 0 1
C 1.03 0.88 0.04
C -0.34 0.19 0.03
C -0.18 -0.99 -0.74
C -1.27 1.22 -0.59
C -1.25 0.11 1.32
H 2.76 0.35 1.01
H 2.26 -1.01 -0.12
H 1.42 1.24 -0.91
H 1.03 1.89 0.64
H 0.76 -0.78 -1.53
H 0.31 -1.79 -0.05
H -0.67 -3.34 -0.06
H -1.63 0.96 -1.64
H -0.77 2.15 -0.71
H -0.60 0.31 2.19
H -1.76 -0.81 1.28
N 2.05 -0.11 0.63
O -1.14 -1.78 -1.41
O -2.01 1.31 0.62
*
```

=====

Entry 3:
The following is a quantum chemistry calculation of a 2-piece molecular cluster, C5H11NO2 overall at a distorted geometry, from the Open Molecules 2025 dataset.

SMILES string = C=NCCCC=O.O
HOMO-LUMO gap = 10.23 eV
E_HOMO = -9.69 eV
LUMO energy = 0.01986 hartree

Geometry as ORCA input:
```
! RIJCOSX wB97M-V def2-TZVPD def2/J DEFGRID3
* xyz 0 1
C 0.40 1.77 0.97
N 0.67 1.32 -0.20
C 1.36 0.08 -0.35
C 1.03 -1.23 0.54
C -0.25 -1.78 0.07
C -1.33 -0.89 0.30
O -1.37 0.15 1.00
H 0.51 1.31 1.95
H 0.00 2.72 0.93
H 2.52 0.48 -0.23
H 1.09 -0.20 -1.40
H 2.08 -1.90 0.53
H 0.92 -1.00 1.61
H -0.14 -1.79 -1.16
H -0.56 -2.89 0.26
H -2.29 -1.09 -0.30
O -1.88 1.66 -1.67
H -1.60 1.32 -0.88
H -1.15 1.97 -1.97
*
```

=====

Entry 4:
The following is a quantum chemistry calculation of an isolated molecule of C5H11NO2 at a distorted geometry, from the Open Molecules 2025 dataset.

SMILES string = C[N+](C)(C)C(=O)C[O-]
HOMO-LUMO gap = 7.94 eV
E_HOMO = -7.44 eV
LUMO energy = 0.01861 hartree

Geometry as ORCA input:
```
! RIJCOSX wB97M-V def2-TZVPD def2/J DEFGRID3
* xyz 0 1
C -0.28 1.61 0.18
N -0.38 -0.17 -0.19
C -0.75 -0.82 1.08
C -1.36 -0.41 -1.25
C 1.00 -0.56 -0.61
O 1.16 -1.14 -1.65
C 2.05 -0.06 0.37
O 1.58 0.75 1.32
H 0.36 2.11 -0.54
H -1.34 1.75 0.00
H -0.04 1.88 1.21
H -1.72 -0.44 1.41
H -0.82 -1.90 0.94
H 0.02 -0.56 1.81
H -1.07 0.13 -2.15
H -2.34 -0.06 -0.91
H -1.42 -1.47 -1.48
H 2.83 0.38 -0.29
H 2.50 -1.01 0.76
*
```

=====

Entry 5:
The following is a quantum chemistry calculation of a 2-piece molecular cluster, C5H11NO2 overall at a distorted geometry, from the Open Molecules 2025 dataset.

SMILES string = O=C[C@@H]1CCCN1.O
HOMO-LUMO gap = 10.16 eV
E_HOMO = -9.44 eV
LUMO energy = 0.02652 hartree

Geometry as ORCA input:
```
! RIJCOSX wB97M-V def2-TZVPD def2/J DEFGRID3
* xyz 0 1
O -1.29 0.55 -2.18
C -0.26 -0.01 -1.89
C -0.02 -0.52 -0.48
C -0.19 0.60 0.59
C 1.13 0.62 1.37
C 2.09 -0.12 0.49
N 1.31 -1.11 -0.31
H 0.53 -0.19 -2.64
H -0.79 -1.28 -0.33
H -0.47 1.52 0.06
H -1.00 0.36 1.27
H 1.50 1.62 1.59
H 0.93 0.16 2.35
H 2.96 -0.55 0.99
H 2.54 0.52 -0.28
H 1.30 -1.99 0.19
O -3.63 -0.22 0.05
H -3.85 -0.16 -0.90
H -2.77 0.20 0.03
*
```

=====

Entry 6:
The following is a quantum chemistry calculation of C5H11NO2 as an isolated structure at a distorted geometry, from the Open Molecules 2025 dataset.

HOMO-LUMO gap = 9.27 eV
E_HOMO = -9.11 eV
LUMO energy = 0.00600 hartree

Geometry as ORCA input:
```
! RIJCOSX wB97M-V def2-TZVPD def2/J DEFGRID3
* xyz 0 1
C -1.84 0.82 -0.64
C -0.95 0.74 0.51
C -0.10 -0.64 0.51
C 0.60 -0.85 2.00
C 1.68 -0.43 -2.34
H -2.70 0.12 -0.46
H -1.38 0.74 -1.80
H -2.27 1.71 -0.59
H -1.67 0.43 1.22
H 0.53 2.23 -0.02
H -0.72 -1.50 0.49
H 1.14 -1.80 2.37
H -0.09 -0.72 2.89
H 1.54 -0.20 2.15
H 2.63 0.07 -2.59
H 1.41 -1.24 -3.13
N 1.71 -0.28 -0.91
O -0.08 1.83 1.01
O 0.56 -1.03 -0.66
*
```

=====

Entry 7:
The following is a quantum chemistry calculation of an isolated ion of composition C5H11NO2PS and charge +1 at a distorted geometry, from the Open Molecules 2025 dataset.

HOMO-LUMO gap (alpha / beta) = 5.96 / 6.13 eV
E_HOMO (alpha / beta) = -9.37 / -13.01 eV
⟨S²⟩ = 2.007
LUMO energy (alpha / beta) = -0.12542 / -0.25305 hartree

Geometry as ORCA input:
```
! RIJCOSX wB97M-V def2-TZVPD def2/J DEFGRID3
* xyz 1 3
C 3.48 1.24 -0.21
C 0.91 2.19 -0.16
C 4.64 0.41 -0.07
C -3.06 -2.46 -0.39
C -1.90 -1.85 0.32
N 2.45 1.77 -0.16
O 0.02 1.22 0.00
O -2.11 -0.42 0.60
P -1.89 0.54 -0.67
S -3.07 2.09 0.06
H 0.78 3.00 0.70
H 1.02 2.72 -1.15
H 4.89 0.63 1.05
H 5.37 0.58 -0.77
H 4.44 -0.76 -0.02
H -3.05 -2.15 -1.37
H -3.03 -3.53 -0.24
H -3.89 -2.21 0.33
H -1.06 -2.10 -0.22
H -1.73 -2.16 1.31
H -3.21 1.26 1.07
*
```

=====

Entry 8:
The following is a quantum chemistry calculation of a 3-piece molecular cluster, C5H11NO2Se overall at a distorted geometry, from the Open Molecules 2025 dataset.

SMILES string = C/C([SeH])=C/N.O=C=O.C
HOMO-LUMO gap = 8.27 eV
E_HOMO = -7.83 eV
LUMO energy = 0.01605 hartree

Geometry as ORCA input:
```
! RIJCOSX wB97M-V def2-TZVPD def2/J DEFGRID3
* xyz 0 1
C 0.21 -0.21 1.55
C 0.58 -1.23 0.45
Se 2.06 -0.77 -0.67
C -0.16 -2.31 0.25
N 0.14 -3.30 -0.64
H 0.65 0.65 1.26
H -0.88 -0.15 1.62
H 0.68 -0.62 2.44
H 2.41 -2.14 -1.04
H -1.02 -2.41 0.82
H 0.97 -3.08 -1.26
H -0.61 -3.58 -1.25
O 4.20 2.85 -0.31
C 4.57 2.49 0.72
O 4.85 2.02 1.71
C -1.45 0.68 -1.46
H -0.73 0.09 -1.92
H -1.85 -0.04 -0.81
H -2.25 0.92 -2.33
H -1.21 1.56 -0.85
*
```

=====

> Number 4 is which compound?

C5H11NO2

=====

> What is the formula in the third record?

C5H11NO2